Formula: C9H18Cl4NO2
Source: OMol25
Level of theory: ωB97M-V with the def2-TZVPD basis set

**Largest force on an atom**: 2.1 eV/A
**Relative energy (zero: lowest compared OMol25 entry of this formula, charge and spin)**: 0.00 kcal per mole
**Energy**: -2399.713045 hartree
**Orbital gap**: 4.77 eV
**Charge**: -1

Each line ends with the natural charge from an NBO analysis.
Cartesian coordinates (Å):
N -0.67 -1.40 1.20  -1.166
C -1.29 -1.37 -0.11  -0.210
C -2.21 -0.14 -0.29  -0.430
C -3.18 0.02 0.88  -0.449
C -4.64 0.13 0.50  -0.070
O -5.07 -0.81 -0.50  -0.501
C -5.13 -2.07 -0.10  0.650
O -5.24 -3.01 -0.87  -0.588
H -0.88 -2.30 1.60  0.299
H -0.54 -1.28 -0.91  0.132
H -1.85 -2.29 -0.32  0.139
H -2.76 -0.20 -1.23  0.185
H -1.56 0.73 -0.32  0.194
H -3.03 -0.81 1.58  0.227
H -2.95 0.92 1.44  0.204
H -4.85 1.11 0.08  0.181
H -5.25 0.04 1.39  0.161
H -5.12 -2.25 0.99  0.101
Cl 1.42 1.17 -0.36  -0.112
C 1.57 0.46 1.27  -0.432
C 2.09 1.45 2.27  -0.363
Cl 3.81 1.90 1.98  -0.125
H 2.20 -0.41 1.18  0.221
H 0.56 0.11 1.54  0.334
H 2.05 1.01 3.27  0.217
H 1.51 2.37 2.26  0.210
Cl 6.91 0.48 -3.37  -0.085
C 5.37 1.26 -2.90  -0.375
C 4.79 0.69 -1.64  -0.404
Cl 4.21 -0.97 -1.85  -0.056
H 4.68 1.15 -3.74  0.221
H 5.59 2.32 -2.76  0.216
H 3.93 1.29 -1.33  0.253
H 5.52 0.70 -0.83  0.220



Formula: C27H56O12PS6
Source: OMol25
Level of theory: ωB97M-V with the def2-TZVPD basis set

**Largest force on an atom**: 0.7 eV/A
**Energy**: -4695.628264 hartree
**Orbital gap**: 3.58 eV
**Charge**: -1

Each line ends with the Mulliken charge.
Cartesian coordinates (Å):
C 0.77 -0.92 1.00  -0.632
P 0.69 0.68 0.31  0.211
C 2.14 1.63 1.01  -0.752
C -0.71 1.58 1.15  -1.145
H 0.47 -1.67 0.27  0.106
H 0.13 -1.04 1.89  0.041
H 1.94 2.34 1.82  0.356
H 2.63 2.14 0.18  -0.142
H 2.82 0.87 1.39  0.292
H -1.63 1.23 0.68  0.036
H -0.78 1.34 2.22  0.307
H -0.63 2.66 1.02  0.422
C -5.51 2.42 1.65  -0.653
C -4.80 2.73 2.97  -0.569
C -4.64 1.41 3.73  -0.402
S -4.53 0.12 2.47  1.073
O -5.68 -0.75 2.59  -0.723
O -3.21 -0.42 2.44  -0.562
C -4.78 1.21 1.06  -0.449
H -5.47 3.26 0.96  0.363
H -6.55 2.17 1.83  0.304
H -3.81 3.15 2.77  0.359
H -5.35 3.45 3.57  0.257
H -3.74 1.36 4.33  0.392
H -5.52 1.19 4.34  0.054
H -5.34 0.66 0.31  0.431
H -3.79 1.47 0.69  0.178
C 5.60 3.77 -3.47  -0.653
C 5.49 5.30 -3.34  -0.611
C 4.00 5.66 -3.33  -0.669
S 3.15 4.21 -2.64  1.161
O 2.32 3.66 -3.67  -0.664
O 2.62 4.56 -1.36  -0.632
C 4.61 3.19 -2.46  -0.700
H 6.61 3.42 -3.28  0.337
H 5.31 3.46 -4.48  0.312
H 5.95 5.62 -2.41  0.296
H 6.01 5.81 -4.16  0.318
H 3.76 6.51 -2.71  0.332
H 3.60 5.80 -4.33  0.337
H 4.32 2.16 -2.64  0.448
H 4.96 3.31 -1.43  0.360
C 1.59 -2.44 -2.13  -0.169
C 1.35 -2.63 -3.64  -0.929
C 2.73 -2.64 -4.31  -0.249
S 3.89 -3.26 -3.08  1.242
O 4.85 -2.23 -2.79  -0.686
O 4.38 -4.56 -3.50  -0.731
C 2.70 -3.41 -1.75  -0.451
H 0.70 -2.63 -1.55  0.263
H 1.91 -1.41 -1.91  -0.040
H 0.86 -3.58 -3.82  0.330
H 0.72 -1.84 -4.05  0.439
H 2.78 -3.30 -5.18  -0.078
H 3.06 -1.63 -4.58  0.406
H 3.18 -3.18 -0.81  0.116
H 2.36 -4.45 -1.75  0.376
C 2.41 -2.47 -10.43  -0.592
C 3.44 -3.24 -9.58  -0.769
C 3.17 -2.89 -8.12  -0.552
S 1.42 -2.49 -8.01  1.219
O 1.28 -1.10 -7.66  -0.646
O 0.73 -3.50 -7.25  -0.653
C 1.07 -2.68 -9.76  -0.754
H 2.40 -2.82 -11.47  0.351
H 2.66 -1.41 -10.44  0.289
H 3.30 -4.31 -9.74  0.305
H 4.46 -3.00 -9.86  0.360
H 3.38 -3.71 -7.43  0.352
H 3.71 -2.00 -7.80  0.401
H 0.30 -1.96 -10.03  0.395
H 0.69 -3.70 -9.90  0.333
C 3.05 -4.00 5.10  -0.572
C 1.64 -3.45 4.88  -0.632
C 1.62 -2.74 3.52  -0.586
S 2.88 -3.53 2.52  1.368
O 3.98 -2.64 2.26  -0.697
O 2.28 -4.27 1.43  -0.647
C 3.44 -4.68 3.79  -0.841
H 3.10 -4.70 5.94  0.358
H 3.75 -3.18 5.30  0.280
H 0.93 -4.28 4.87  0.265
H 1.34 -2.77 5.68  0.334
H 0.68 -2.81 2.99  0.299
H 1.90 -1.69 3.57  0.351
H 4.50 -4.84 3.65  0.385
H 2.90 -5.62 3.65  0.325
C -7.02 2.09 9.11  -0.583
C -8.11 3.18 9.04  -0.587
C -8.02 3.83 7.66  -0.725
S -7.36 2.57 6.55  1.244
O -6.06 2.99 6.09  -0.627
O -8.36 2.17 5.61  -0.727
C -7.13 1.31 7.81  -0.736
H -7.15 1.44 9.97  0.355
H -6.04 2.55 9.18  0.299
H -9.09 2.72 9.17  0.290
H -7.99 3.92 9.83  0.316
H -8.97 4.16 7.26  0.359
H -7.31 4.66 7.64  0.349
H -6.25 0.73 7.55  0.396
H -8.02 0.67 7.79  0.389



Formula: C5H10N2O
Source: OMol25
Level of theory: ωB97M-V with the def2-TZVPD basis set

**Largest force on an atom**: 9.6 eV/A
**Relative energy (zero: lowest compared OMol25 entry of this formula, charge and spin)**: 265.79 kcal per mole
**Energy**: -380.861870 hartree
**Orbital gap**: 7.85 eV
**Charge**: 0

Each line ends with the natural charge from an NBO analysis.
Cartesian coordinates (Å):
C 1.27 -0.21 0.70  0.034
C 0.90 1.17 0.13  -0.212
C -1.69 0.75 -0.24  -0.222
C -1.00 -0.60 -0.53  -0.136
C -0.20 -0.74 0.59  -0.066
H 3.14 -1.37 -0.64  0.232
H 1.76 -0.54 1.67  0.232
H 1.62 2.09 0.41  0.220
H 1.34 0.95 -0.84  0.283
H -0.71 2.49 -0.26  0.367
H -2.23 1.24 -1.05  0.176
H -2.54 0.74 0.36  0.192
H -0.50 -0.47 -1.55  0.212
H -1.41 -2.32 0.67  0.374
H -0.76 -0.73 1.70  0.189
N -0.57 1.57 0.28  -0.644
N -0.91 -1.86 -0.07  -0.583
O 1.88 -0.28 -0.72  -0.648